41
Properties=species:S:1:pos:R:3:forces:R:3 method="wB97M-V/def2-TZVPD" homo_energy_ev=-9.58 e_above_lowest_kcal_mol=106.7 e_tot_ha=-806.7609 orbital_gap_ha=0.3737 smiles="CC[C@H](C)[C@H](N)C(=O)N[C@H](C(=O)O)[C@@H](C)CC" e_lumo_ev=0.6
O 1.515 1.489 -1.202 -2.9 -3.6 -0.2
O 0.331 -0.228 -2.070 -1.4 -3.4 -1.5
O -1.096 -3.167 -0.012 -1.5 -0.9 -1.1
N -1.288 -0.473 2.013 -2.2 -1.8 1.2
N 0.456 -1.707 0.291 1.9 -0.6 -2.2
C 3.822 1.590 0.359 1.4 1.9 1.6
C 2.636 -0.638 0.381 1.1 -3.5 3.0
C -1.867 -1.017 0.787 1.2 1.5 -1.8
C -2.306 0.061 -0.331 -0.2 1.9 3.8
C 3.214 -1.200 -0.900 1.0 0.8 -1.5
C 0.934 0.365 -1.112 3.8 3.4 2.9
C 3.271 0.457 1.210 1.6 1.1 1.7
C -3.561 0.976 0.250 3.9 0.1 -0.4
C -0.873 -2.000 0.190 0.7 -0.4 2.5
C 1.162 -0.473 0.248 -2.2 2.8 -1.2
C -3.216 2.468 0.110 -1.2 0.4 -1.2
C -2.710 -0.626 -1.516 -0.9 -3.2 -0.4
H 3.208 2.502 0.190 0.0 -1.1 -0.2
H 0.145 -1.240 -1.830 0.5 3.1 -0.5
H 2.681 -1.568 1.058 0.0 1.2 -0.4
H -1.050 0.416 1.771 1.2 3.3 -0.3
H -1.427 0.701 -0.620 -0.8 -0.2 1.0
H 4.367 -1.488 -0.884 -2.6 0.5 0.1
H -3.613 -1.181 -1.214 -0.2 0.2 -0.9
H 3.015 -0.396 -1.696 0.8 -1.5 0.6
H 2.541 -2.077 -1.115 1.3 0.5 -0.3
H -2.759 -0.101 -2.426 -0.5 1.0 -0.9
H 0.975 -2.433 -0.244 -0.5 0.3 1.1
H 4.754 2.056 0.924 -1.4 -1.2 -1.6
H -2.227 2.898 0.502 -1.4 -0.9 -0.9
H -3.521 2.647 -0.991 1.7 0.4 1.4
H 4.212 0.250 1.895 -2.0 -0.9 -1.5
H -4.049 2.985 0.579 0.2 0.5 0.5
H -3.844 0.740 1.261 0.1 -0.4 0.5
H -4.385 0.843 -0.392 -1.1 -0.6 -0.6
H -2.640 -1.634 1.104 -1.9 -1.0 0.0
H 2.503 0.759 1.926 0.1 0.2 0.1
H 4.020 1.007 -0.530 0.9 1.2 -0.7
H -2.069 -0.328 2.691 0.9 -0.4 -0.6
H -1.997 -1.419 -1.684 0.2 -0.5 -0.5
H 0.734 0.184 1.027 0.6 -0.3 -0.3

***

41
Properties=species:S:1:pos:R:3:forces:R:3 method="wB97M-V/def2-TZVPD" homo_energy_ev=-9.60 e_above_lowest_kcal_mol=21.6 e_tot_ha=-806.8964 orbital_gap_ha=0.3725 smiles="CC[C@H](C)[C@H](N)C(=O)N[C@@H](CC(C)C)C(=O)O" e_lumo_ev=0.5
O -1.957 -0.291 4.130 0.0 -1.1 -1.0
O -1.638 -1.640 -0.742 0.4 1.2 -0.1
O -1.700 1.475 2.806 0.1 -0.6 0.5
N -2.436 1.724 -1.419 0.8 1.4 -1.4
N -1.454 0.217 0.526 0.9 -1.4 2.2
C -0.341 0.978 -2.396 0.8 0.4 -0.5
C -1.355 -0.609 1.727 -0.5 -1.1 0.4
C 0.504 1.786 -1.404 1.3 -0.2 1.1
C 1.623 0.212 -3.927 1.1 0.7 0.5
C 2.347 -1.933 2.049 0.9 0.2 0.5
C -1.673 0.273 2.941 0.2 1.6 -0.8
C -0.094 -1.516 1.852 0.2 1.2 -0.4
C 1.289 -0.844 1.777 0.8 -0.3 -0.3
C -1.548 -0.408 -0.645 -1.0 -0.4 -1.1
C -1.704 0.552 -1.846 0.5 -1.1 -0.1
C 1.556 0.334 2.689 1.4 -0.7 -0.1
C 0.394 -0.172 -3.107 0.2 -0.3 0.6
H 0.929 1.121 2.482 -1.7 2.0 -0.5
H -2.166 -0.083 -2.634 -0.1 0.4 0.4
H -1.397 1.190 0.728 -0.1 0.8 -0.6
H -2.094 -1.240 3.922 0.2 0.5 0.6
H -2.180 -1.340 1.650 0.1 0.1 0.1
H 1.435 0.098 3.709 -0.2 -0.5 1.4
H 0.662 -0.993 -2.436 0.2 0.3 0.5
H 3.386 -1.516 1.999 -0.8 -0.3 -0.4
H 0.880 1.091 -0.582 -0.4 1.0 -0.9
H -2.543 2.410 -2.197 0.4 -0.8 0.8
H 1.372 0.850 -4.790 0.0 -0.1 0.3
H 2.408 0.795 -3.301 -1.2 -1.1 -1.0
H 2.574 0.757 2.606 -0.3 -0.5 -0.3
H -0.120 -2.113 2.745 -0.3 -0.1 0.9
H 2.093 -0.706 -4.332 -0.1 0.5 0.3
H -3.352 1.514 -1.140 -1.4 -0.5 0.6
H -0.323 -0.679 -3.731 -0.4 0.0 -0.6
H -0.558 1.665 -3.205 -0.3 0.4 -0.4
H 2.343 -2.386 3.072 -0.6 0.6 -0.5
H -0.175 -2.253 1.064 0.0 0.0 -0.4
H 2.219 -2.769 1.370 0.3 -0.1 -0.3
H 1.435 2.267 -1.853 -1.3 -0.7 0.3
H -0.076 2.604 -0.918 0.3 -0.7 -0.4
H 1.440 -0.421 0.761 -0.1 -0.7 0.3

***

42
Properties=species:S:1:pos:R:3:forces:R:3 method="wB97M-V/def2-TZVPD" homo_energy_ev=-9.31 e_above_lowest_kcal_mol=354.1 e_tot_ha=-881.6246 orbital_gap_ha=0.3688 e_lumo_ev=0.7
O -1.040 -0.691 0.713 -3.8 -9.7 6.6
O 1.244 0.702 -1.471 5.2 12.1 -8.7
O 4.719 0.122 -0.038 -2.0 -3.0 3.2
O -4.713 0.233 0.082 -2.5 -5.1 3.3
N 1.317 -1.200 -0.612 -2.9 -2.8 2.5
N -1.091 1.312 -0.100 3.2 -1.1 -0.9
C -2.302 1.749 0.456 -1.2 -5.4 2.1
C 3.581 -2.265 -0.038 -4.0 5.2 1.1
C -4.975 -1.256 0.164 -4.9 1.8 3.3
C -3.347 1.714 -0.636 -5.5 -1.6 17.0
C 2.500 -1.715 -1.067 4.7 1.4 -5.5
C -3.898 0.506 -0.914 -0.5 -1.3 -4.5
C -0.491 0.010 0.060 -0.3 12.7 -5.7
C 3.865 -0.972 0.885 2.2 0.1 -2.6
C 3.516 2.112 0.675 3.2 1.8 12.9
C -4.080 -1.994 1.133 -11.7 -3.0 3.8
C 0.669 0.033 -0.835 -1.1 -13.3 7.4
C 4.797 1.314 0.756 1.3 1.4 -7.9
H 3.774 3.197 1.147 -0.4 -2.1 -1.7
H 0.776 -1.956 -0.190 -0.3 0.7 0.2
H 2.943 -0.843 -1.851 -0.4 -1.7 2.8
H -2.128 2.551 1.069 -0.1 2.7 0.9
H -4.251 -3.139 1.169 0.3 2.0 -0.2
H 2.805 1.860 1.728 1.4 0.1 -3.2
H 4.491 -2.515 -0.485 1.1 -1.0 -0.6
H -4.432 0.821 -1.818 -0.6 -1.4 -0.8
H 3.027 -2.932 0.629 0.7 -0.6 -0.2
H 2.437 -2.398 -1.947 -0.8 -0.5 0.9
H 2.996 2.191 -0.110 -3.7 0.1 -6.3
H -3.120 -0.191 -1.167 0.3 -1.1 -0.1
H -0.495 1.963 -0.587 -0.2 0.3 -0.1
H 5.539 1.939 -0.261 -1.5 -1.2 3.6
H -6.137 -1.317 0.854 3.1 0.3 -2.8
H -4.338 -1.528 2.172 0.5 -1.2 -1.7
H 4.531 -1.437 1.651 -0.4 1.4 0.0
H -5.158 -1.627 -0.830 0.2 -0.3 -0.3
H -3.051 2.269 -1.192 5.9 11.1 -13.1
H 3.019 -0.313 1.176 0.4 -1.3 0.2
H -2.625 0.911 1.311 0.8 1.9 -2.2
H -3.247 -1.743 0.963 12.3 2.7 -2.3
H 5.378 1.153 1.616 0.3 0.4 1.4
H -4.238 2.408 -0.026 1.8 -1.8 -2.0